91
Properties=species:S:1:pos:R:3 method="wB97M-V/def2-TZVPD" de_lowest_kj_mol=0.0 e_lumo_ev="-2.2815 / -3.6813" e_tot_ha=-2141.156992 homo_ev="-11.250 / -11.203" charge=+1 orbital_gap_ev="8.969 / 7.522" multiplicity=3
Pd -1.19975 1.38135 -0.13234
C -1.03176 1.25887 -5.16291
C -1.46691 1.24728 -3.69706
C -1.05373 2.54419 -3.00430
C -0.88350 0.05163 -2.98918
C -0.57415 -1.21694 -3.48784
C 0.02070 -1.90869 -2.44506
C 0.37632 -3.37018 -2.48466
C -0.55518 -4.13594 -1.53981
C 1.84792 -3.72413 -2.28121
N 0.06387 -1.07921 -1.37325
N -0.50500 0.09592 -1.71593
B 0.86005 -1.06889 -0.01532
N 1.63331 0.29326 0.05903
N 0.92199 1.44162 0.20475
C 1.74897 2.47355 0.20085
C 3.05019 1.99717 0.03648
C 2.94325 0.62110 -0.07028
C 4.09372 -0.27656 -0.44117
C 3.93669 -0.72221 -1.89751
C 4.39200 -1.45169 0.48367
C 1.23387 3.87410 0.36111
C 2.32592 4.90561 0.09424
C 0.63266 4.06225 1.75620
N -0.10889 -1.16211 1.21156
N -1.01410 -0.15753 1.39153
C -1.55907 -0.28109 2.60140
C -1.01264 -1.40516 3.21513
C -0.08561 -1.92561 2.33373
C 0.85811 -3.03082 2.74067
C 1.07213 -4.19066 1.77597
C 2.18524 -2.42201 3.19944
C -2.48751 0.72581 3.22164
C -1.99023 1.08641 4.62345
C -3.93584 0.23358 3.30428
H -1.42944 2.13834 -5.66826
H -1.38765 0.37803 -5.69626
H 0.05642 1.28333 -5.23527
H -2.56172 1.17386 -3.67674
H 0.03104 2.65956 -3.01509
H -1.38864 2.52527 -1.95606
H -1.51525 3.41546 -3.46681
H -0.73867 -1.59385 -4.48201
H 0.12930 -3.67168 -3.50672
H -0.51526 -3.71505 -0.53665
H -0.27082 -5.18680 -1.48200
H -1.58722 -4.07968 -1.88776
H 2.20187 -3.48741 -1.28141
H 2.47845 -3.20273 -3.00018
H 1.98091 -4.79454 -2.43740
H 1.61948 -1.97068 0.00959
H 3.96128 2.56562 -0.01511
H 4.96380 0.38362 -0.38730
H 3.02888 -1.31311 -2.01777
H 4.78590 -1.33344 -2.20500
H 3.87128 0.13819 -2.56387
H 3.64799 -2.24173 0.40442
H 4.45179 -1.12766 1.52188
H 5.35720 -1.88110 0.21458
H 0.43847 4.01528 -0.38275
H 3.13813 4.80184 0.81513
H 1.92376 5.91347 0.18944
H 2.74365 4.79950 -0.90688
H 1.38274 3.85156 2.52014
H -0.21391 3.39111 1.93011
H 0.28779 5.08784 1.88810
H -1.21678 -1.77563 4.20455
H 0.37448 -3.45675 3.62531
H 1.56584 -3.88420 0.85847
H 0.13112 -4.67537 1.51931
H 1.70587 -4.93561 2.25810
H 2.69277 -1.94291 2.36582
H 2.83926 -3.19779 3.59723
H 2.02543 -1.67403 3.97564
H -2.45429 1.62617 2.60395
H -2.12951 0.25275 5.31340
H -2.54870 1.93717 5.01267
H -0.93194 1.34468 4.61501
H -3.98089 -0.75602 3.76228
H -4.41440 0.18100 2.32683
H -4.53117 0.91338 3.91375
N -3.35680 0.22644 -0.51351
N -4.46849 1.06084 -0.60914
C -4.41024 2.33931 -0.17337
N -5.55058 3.03223 -0.24154
S -3.02151 3.08407 0.42999
H -3.16711 -0.24227 -1.39522
H -3.45343 -0.45019 0.23831
H -5.35344 0.66666 -0.89782
H -6.40478 2.64561 -0.60722
H -5.54524 3.99377 0.05379